Computed, not measured: a molecular structure, C19H29N6OS5SbSiTi, with ωB97M-V with the def2-TZVPD basis set.

Each line ends with the Löwdin spin population.
CARTESIAN COORDINATES (ANGSTROEM)
Ti (-0.586, 0.144, -0.095)  0.94
N (2.428, -0.426, 3.161)  0.00
C (2.833, 0.824, 2.749)  0.00
C (2.041, 1.133, 1.691)  0.00
N (1.167, 0.101, 1.446)  0.01
C (1.420, -0.829, 2.342)  0.00
C (0.739, -2.101, 2.500)  0.00
N (0.117, -2.744, 1.549)  0.00
C (-0.460, -3.840, 2.134)  0.00
C (-0.177, -3.852, 3.466)  0.00
N (0.599, -2.742, 3.699)  0.00
H (2.860, -0.985, 3.875)  0.00
H (3.623, 1.365, 3.237)  0.00
H (2.032, 2.029, 1.095)  0.00
H (-1.121, -4.477, 1.568)  0.00
H (-0.477, -4.510, 4.263)  0.00
H (0.809, -2.368, 4.608)  0.00
S (-5.724, -0.530, 0.411)  0.02
Sb (-3.636, -1.344, 0.115)  0.01
S (-2.085, -0.384, 1.684)  -0.01
S (-2.444, -0.277, -1.669)  0.00
S (-3.445, -3.632, 0.001)  0.01
C (2.368, 0.260, -2.766)  0.00
C (1.907, 1.525, -2.101)  0.01
C (2.573, 2.721, -2.309)  0.00
C (2.092, 3.864, -1.665)  0.01
C (0.987, 3.803, -0.853)  0.00
C (0.336, 2.552, -0.684)  0.01
N (0.829, 1.451, -1.321)  0.00
N (-0.703, 2.247, 0.100)  -0.01
Si (-1.837, 3.238, 0.977)  0.00
C (-1.461, 3.119, 2.817)  0.00
C (-3.589, 2.769, 0.564)  0.00
C (-1.670, 5.073, 0.525)  0.00
H (3.281, 0.436, -3.334)  0.00
H (1.594, -0.109, -3.443)  0.00
H (2.531, -0.524, -2.027)  0.00
H (3.439, 2.758, -2.955)  0.00
H (2.602, 4.812, -1.801)  0.00
H (0.626, 4.679, -0.340)  0.00
H (-1.561, 2.088, 3.158)  0.00
H (-2.150, 3.738, 3.399)  0.00
H (-0.441, 3.461, 3.017)  0.00
H (-3.908, 1.823, 1.003)  0.00
H (-3.704, 2.659, -0.517)  0.00
H (-4.282, 3.545, 0.904)  0.00
H (-0.821, 5.562, 1.010)  0.00
H (-2.578, 5.577, 0.869)  0.00
H (-1.598, 5.240, -0.552)  0.00
O (0.448, -1.372, -1.055)  0.00
S (-0.470, -2.576, -1.365)  0.00
C (0.702, -3.965, -1.286)  0.00
C (0.674, -4.655, -2.646)  0.00
C (0.576, -3.528, -3.669)  0.00
C (-0.556, -2.635, -3.175)  0.00
H (0.419, -4.601, -0.451)  0.00
H (1.670, -3.508, -1.080)  0.00
H (-0.206, -5.299, -2.720)  0.00
H (1.555, -5.285, -2.787)  0.00
H (0.383, -3.893, -4.679)  0.00
H (1.512, -2.962, -3.691)  0.00
H (-1.545, -3.040, -3.398)  0.00
H (-0.536, -1.601, -3.510)  0.00

- Relative energy (zero: lowest compared OMol25 entry of this formula, charge and spin): 0.0000 eV
- Multiplicity: 2
- ⟨S²⟩: 0.75
- Orbital gap (alpha / beta): 5.73 / 5.74 eV
- E_HOMO (alpha / beta): -3.9 / -3.9 eV
- Total charge: -1

=====

Computed, not measured: 2 unconnected molecules or ions with the total composition CH5NO3, with ωB97M-V with the def2-TZVPD basis set.

Each line ends with the Mulliken charge.
CARTESIAN COORDINATES (ANGSTROEM)
N (0.598, -0.619, 1.155)  -0.46
C (0.892, 0.434, 0.357)  0.63
O (1.349, 1.494, 1.145)  -0.48
O (0.549, 0.377, -0.859)  -0.58
H (1.452, -0.967, 1.614)  0.25
H (0.043, -1.359, 0.620)  0.28
H (1.222, 2.423, 0.904)  0.35
H (-1.380, -0.409, -1.995)  0.34
H (-2.522, -0.563, -1.082)  0.27
O (-2.203, -0.811, -1.859)  -0.60

- Relative energy (zero: lowest compared OMol25 entry of this formula, charge and spin): 1.3935 eV
- SMILES: NC(=O)O.O
- Orbital gap: 10.89 eV
- E_HOMO: -10.5 eV
- Total charge: 0

=====

Computed, not measured: C6H14O in the gas phase, with ωB97M-V with the def2-TZVPD basis set.

Each line ends with the Mulliken charge.
CARTESIAN COORDINATES (ANGSTROEM)
C (0.604, -3.254, 0.463)  -1.23
C (0.546, -1.865, 1.088)  -0.32
C (0.853, -0.838, 0.007)  -0.66
C (0.437, 0.600, 0.335)  -0.51
C (-0.336, 1.143, -0.845)  -0.62
O (-0.715, 2.470, -0.614)  -0.33
C (-1.441, 2.982, -1.697)  -0.72
H (1.633, -3.551, 0.246)  0.29
H (0.079, -3.202, -0.498)  0.34
H (0.137, -4.035, 1.066)  0.36
H (-0.452, -1.683, 1.508)  0.35
H (1.258, -1.738, 1.911)  0.26
H (1.920, -0.893, -0.240)  0.29
H (0.332, -1.177, -0.905)  0.35
H (1.296, 1.247, 0.542)  0.29
H (-0.203, 0.636, 1.226)  0.28
H (0.282, 1.067, -1.758)  0.36
H (-1.226, 0.507, -1.012)  0.36
H (-0.847, 2.958, -2.625)  0.30
H (-1.700, 4.017, -1.463)  0.26
H (-2.365, 2.407, -1.867)  0.30

- Relative energy (zero: lowest compared OMol25 entry of this formula, charge and spin): 0.9136 eV
- SMILES: CCCCCOC
- Orbital gap: 10.97 eV
- E_HOMO: -9.8 eV
- Total charge: 0

=====

Computed, not measured: a molecular structure, C26H58BInN2O10P, with ωB97M-V with the def2-TZVPD basis set.

Each line ends with the Löwdin spin population.
CARTESIAN COORDINATES (ANGSTROEM)
C (7.951, -1.880, 1.800)  0.00
C (8.404, -3.241, 2.603)  0.00
C (8.407, -4.497, 1.501)  0.00
O (6.998, -4.907, 1.363)  0.00
C (6.937, -6.369, 1.518)  0.00
In (4.838, -7.229, 1.670)  0.00
O (3.956, -6.467, 3.448)  0.00
C (2.497, -6.722, 3.457)  0.00
C (1.741, -5.404, 4.155)  0.00
O (0.631, -5.019, 3.223)  0.00
C (0.876, -3.609, 2.800)  0.00
C (-0.367, -3.018, 1.881)  0.00
B (5.124, -9.517, 1.881)  0.00
O (6.475, -10.073, 2.205)  0.00
O (3.948, -10.388, 1.686)  0.00
P (3.291, -6.602, -0.238)  0.00
O (2.422, -7.864, -0.739)  0.00
O (2.076, -5.401, 0.250)  0.00
O (4.133, -6.032, -1.692)  0.00
H (7.646, -1.091, 2.630)  0.00
H (8.878, -1.525, 1.156)  0.00
H (7.077, -2.107, 1.035)  0.00
H (7.651, -3.572, 3.454)  0.00
H (9.467, -3.109, 3.074)  0.00
H (8.887, -4.060, 0.525)  0.00
H (9.115, -5.320, 1.950)  0.00
H (7.502, -6.674, 2.524)  0.00
H (7.513, -6.965, 0.661)  0.00
H (2.063, -6.965, 2.395)  0.00
H (2.194, -7.639, 4.157)  0.00
H (1.348, -5.635, 5.243)  0.00
H (2.539, -4.546, 4.167)  0.00
H (1.887, -3.462, 2.229)  0.00
H (0.923, -2.924, 3.776)  0.00
H (0.036, -2.797, 0.783)  0.00
H (-0.739, -2.014, 2.390)  0.00
H (-1.245, -3.810, 1.796)  0.00
H (6.853, -9.398, 2.870)  0.00
H (3.357, -10.203, 2.494)  0.00
H (1.180, -5.753, -0.070)  0.00
H (3.805, -5.071, -1.785)  0.00
C (0.320, 4.295, 2.038)  0.00
C (0.346, 2.755, 1.827)  0.02
C (0.703, 2.443, 0.349)  0.01
C (-0.438, 2.738, -0.621)  0.00
C (-1.722, 2.041, -0.187)  0.01
C (-2.115, 2.319, 1.288)  0.02
N (-0.968, 2.155, 2.241)  0.30
O (-0.764, 0.774, 2.424)  0.63
C (-2.699, 3.751, 1.420)  0.00
C (-3.333, 1.401, 1.643)  0.00
C (1.530, 2.285, 2.733)  0.00
H (1.332, 4.702, 2.150)  0.00
H (-0.112, 4.841, 1.198)  0.00
H (-0.229, 4.564, 2.948)  0.00
H (0.981, 1.386, 0.247)  0.00
H (1.587, 3.019, 0.044)  0.00
H (-0.602, 3.815, -0.708)  0.00
H (-0.159, 2.391, -1.624)  0.00
H (-2.536, 2.346, -0.858)  0.00
H (-1.594, 0.961, -0.340)  0.00
H (-2.867, 4.012, 2.471)  0.00
H (-3.667, 3.832, 0.911)  0.00
H (-2.075, 4.522, 0.971)  0.00
H (-3.123, 0.339, 1.474)  0.00
H (-4.202, 1.642, 1.019)  0.00
H (-3.635, 1.531, 2.689)  0.00
H (1.327, 2.499, 3.789)  0.00
H (2.460, 2.802, 2.465)  0.00
H (1.743, 1.214, 2.634)  0.00
C (-7.282, 4.059, -3.922)  0.00
C (-6.208, 4.794, -3.073)  0.02
C (-6.229, 6.309, -3.411)  0.01
C (-5.627, 6.628, -4.776)  0.00
C (-4.230, 6.035, -4.914)  0.01
C (-4.159, 4.521, -4.577)  0.02
N (-4.859, 4.173, -3.296)  0.31
O (-4.025, 4.576, -2.236)  0.62
C (-4.763, 3.691, -5.741)  0.00
C (-2.652, 4.098, -4.579)  0.00
C (-6.716, 4.607, -1.605)  0.00
H (-8.286, 4.185, -3.498)  0.00
H (-7.359, 4.434, -4.944)  0.00
H (-7.091, 2.980, -3.961)  0.00
H (-5.676, 6.870, -2.648)  0.00
H (-7.260, 6.688, -3.379)  0.00
H (-6.274, 6.264, -5.579)  0.00
H (-5.572, 7.717, -4.903)  0.00
H (-3.868, 6.211, -5.935)  0.00
H (-3.554, 6.594, -4.253)  0.00
H (-4.836, 2.631, -5.471)  0.00
H (-4.133, 3.751, -6.638)  0.00
H (-5.746, 4.032, -6.060)  0.00
H (-2.046, 4.694, -3.887)  0.00
H (-2.205, 4.237, -5.571)  0.00
H (-2.537, 3.040, -4.313)  0.00
H (-6.731, 3.546, -1.327)  0.00
H (-7.737, 4.993, -1.491)  0.00
H (-6.107, 5.147, -0.871)  0.00

- Multiplicity: 3
- ⟨S²⟩: 2.01
- Orbital gap (alpha / beta): 6.51 / 5.39 eV
- E_HOMO (alpha / beta): -4.9 / -4.9 eV
- Total charge: -1

=====

Computed, not measured: a molecular structure, C15H21As2MgN5S5, with ωB97M-V with the def2-TZVPD basis set.

Each line ends with the Mulliken charge.
CARTESIAN COORDINATES (ANGSTROEM)
Mg (-0.219, -2.775, -1.409)  0.57
S (-2.736, -7.910, 2.943)  -0.36
C (-2.073, -6.823, 1.871)  0.10
S (-2.756, -6.436, 0.346)  -0.14
C (-1.560, -5.281, -0.210)  0.04
C (-0.542, -5.044, 0.654)  0.26
S (0.841, -3.990, 0.463)  -0.56
S (-0.628, -5.945, 2.158)  -0.15
S (-1.819, -4.598, -1.803)  -0.52
C (0.395, 3.029, 3.196)  -1.35
As (2.028, 3.414, 2.124)  0.32
C (3.262, 2.680, 3.466)  -1.16
C (2.303, 5.298, 2.563)  0.35
C (1.288, 6.083, 3.113)  -0.15
C (1.536, 7.422, 3.397)  -0.52
C (2.800, 7.933, 3.127)  -0.34
C (3.784, 7.111, 2.579)  -0.05
C (3.598, 5.753, 2.251)  -1.38
As (0.838, 0.352, -2.636)  0.22
C (1.797, 0.864, -4.292)  -1.14
C (2.452, 0.166, -1.536)  -1.09
H (0.500, 3.427, 4.208)  0.40
H (0.266, 1.945, 3.256)  0.30
H (-0.487, 3.479, 2.736)  0.38
H (3.046, 3.109, 4.445)  0.34
H (4.265, 2.976, 3.164)  0.37
H (3.186, 1.592, 3.503)  0.34
H (0.305, 5.671, 3.329)  0.18
H (0.759, 8.049, 3.822)  0.32
H (3.014, 8.978, 3.344)  0.32
H (4.755, 7.575, 2.390)  0.29
H (2.227, 1.863, -4.194)  0.35
H (1.093, 0.868, -5.126)  0.35
H (2.593, 0.147, -4.505)  0.29
H (2.914, 1.142, -1.391)  0.40
H (3.165, -0.515, -2.006)  0.32
H (2.180, -0.229, -0.557)  0.26
C (0.483, -1.521, -2.991)  -1.20
H (1.338, -1.961, -3.520)  0.44
H (-0.368, -1.535, -3.688)  0.51
N (-2.193, 1.350, 1.511)  -0.87
N (-2.152, 0.064, 0.990)  0.98
N (-3.070, -0.844, 1.263)  -0.80
C (-2.658, -1.859, 0.526)  -0.09
N (-1.552, -1.543, -0.173)  -0.17
N (-1.236, -0.319, 0.148)  -0.14
H (-1.774, 1.949, 0.805)  0.34
H (-1.586, 1.385, 2.325)  0.35
H (-3.137, -2.821, 0.467)  0.43

- Relative energy (zero: lowest compared OMol25 entry of this formula, charge and spin): 1.8541 eV
- Orbital gap: 5.43 eV
- E_HOMO: -1.5 eV
- Total charge: -2

=====

Computed, not measured: a gas-phase ion, C47H46N5 (charge +1), with ωB97M-V with the def2-TZVPD basis set.

Each line ends with the Mulliken charge.
CARTESIAN COORDINATES (ANGSTROEM)
C (-1.107, 5.706, -2.925)  -0.78
C (-1.835, 6.482, -1.834)  -0.80
N (-2.436, 5.614, -0.847)  -0.08
C (-3.373, 6.346, -0.015)  -0.74
C (-3.806, 5.600, 1.239)  -0.84
C (-3.962, 4.103, 1.013)  -0.83
C (-2.764, 3.528, 0.332)  0.00
C (-2.085, 4.303, -0.643)  1.13
C (-0.996, 3.687, -1.306)  -0.23
C (-0.681, 2.362, -1.001)  -0.85
C (-1.307, 1.578, 0.041)  -0.19
C (-0.998, 0.144, 0.279)  0.62
C (-0.520, -0.453, -1.003)  -0.54
C (-0.099, -1.748, -1.254)  -0.39
C (0.871, -2.204, -2.198)  0.51
C (1.603, -1.310, -3.010)  -0.84
C (2.589, -1.735, -3.891)  0.49
C (2.902, -3.123, -4.007)  0.32
N (3.868, -3.553, -4.867)  -0.09
C (4.542, -2.681, -5.801)  -0.80
C (3.843, -1.355, -6.017)  -0.84
C (3.368, -0.748, -4.701)  -0.90
C (4.403, -4.897, -4.893)  -0.76
C (3.994, -5.726, -3.698)  -0.77
C (2.521, -5.504, -3.326)  -1.00
C (2.164, -4.048, -3.202)  0.71
C (1.172, -3.588, -2.346)  -1.37
C (-2.383, 2.237, 0.638)  -0.88
C (-0.259, 4.556, -2.303)  -0.96
H (-1.857, 5.305, -3.629)  0.34
H (-0.481, 6.423, -3.489)  0.36
H (-1.121, 7.175, -1.332)  0.37
H (-2.622, 7.126, -2.280)  0.41
H (-2.907, 7.317, 0.265)  0.36
H (-4.261, 6.605, -0.633)  0.37
H (-3.043, 5.770, 2.008)  0.35
H (-4.741, 6.038, 1.593)  0.36
H (-4.083, 3.612, 1.980)  0.35
H (-4.879, 3.913, 0.436)  0.30
H (0.140, 1.972, -1.589)  0.80
H (-1.550, -1.142, 0.969)  -0.41
H (-0.535, 0.119, -1.964)  1.31
H (-0.499, -2.523, -0.614)  0.33
H (1.384, -0.246, -2.931)  0.49
H (5.573, -2.509, -5.453)  0.39
H (4.631, -3.200, -6.761)  0.40
H (4.526, -0.661, -6.509)  0.38
H (2.974, -1.496, -6.670)  0.33
H (2.736, 0.128, -4.891)  0.41
H (4.233, -0.399, -4.110)  0.30
H (4.078, -5.383, -5.826)  0.37
H (5.497, -4.829, -4.945)  0.39
H (4.170, -6.780, -3.933)  0.37
H (4.633, -5.467, -2.845)  0.34
H (1.895, -5.976, -4.106)  0.30
H (2.303, -6.019, -2.381)  0.42
H (0.629, -4.324, -1.749)  0.46
H (-2.954, 1.700, 1.385)  0.31
H (0.164, 3.982, -3.133)  0.40
H (0.585, 5.065, -1.808)  0.31
C (-6.334, -0.912, 2.094)  -0.58
C (-5.486, -0.745, 0.991)  -0.85
C (-4.092, -0.747, 1.149)  -0.24
C (-3.617, -0.876, 2.482)  1.29
N (-2.300, -0.630, 2.748)  0.79
C (-1.249, -0.254, 1.809)  0.23
N (-0.142, -0.633, 2.700)  0.28
C (1.189, -0.281, 2.468)  0.11
C (1.697, -0.541, 1.213)  0.30
C (2.970, -0.071, 0.913)  -0.65
C (3.773, 0.490, 1.920)  -0.71
C (3.247, 0.672, 3.198)  -0.83
C (1.928, 0.323, 3.486)  -0.35
C (-0.587, -0.939, 4.020)  0.15
C (0.168, -1.467, 5.235)  0.02
C (-0.398, -1.292, 6.535)  -0.36
C (0.220, -1.788, 7.693)  -0.73
C (1.415, -2.529, 7.562)  -0.24
C (1.983, -2.774, 6.291)  -0.84
C (1.363, -2.252, 5.154)  0.23
N (-1.907, -0.903, 4.028)  -1.30
C (-4.446, -1.112, 3.591)  -0.79
C (-5.830, -1.074, 3.400)  -0.56
H (-7.402, -0.915, 1.938)  0.39
H (-5.879, -0.602, -0.018)  0.40
H (-3.359, -0.636, 0.351)  0.59
H (1.095, -1.084, 0.488)  0.30
H (3.333, -0.152, -0.109)  0.55
H (4.809, 0.766, 1.710)  0.41
H (3.840, 1.090, 3.998)  0.43
H (1.479, 0.487, 4.465)  0.57
H (-1.322, -0.720, 6.630)  0.39
H (-0.228, -1.612, 8.688)  0.36
H (1.904, -2.931, 8.460)  0.36
H (2.904, -3.372, 6.200)  0.38
H (1.817, -2.421, 4.175)  0.43
H (-3.943, -1.262, 4.559)  0.40
H (-6.459, -1.170, 4.278)  0.41

- Relative energy (zero: lowest compared OMol25 entry of this formula, charge and spin): 1.6351 eV
- Orbital gap: 4.63 eV
- E_HOMO: -8.9 eV
- Total charge: +1

=====

In order of appearance, max |F| = 0.485; 5.864; 0.379; 5.920; 0.103; 5.895 eV/A.
In order of appearance, total energy = -122877.714; -8750.430; -8495.979; -66491.402; -204644.102; -56925.183 eV.